Record 1
{
  "formula": "C44H33Cl5IIrP3S2",
  "method": "the ωB97M-V functional and the def2-TZVPD basis",
  "charge": 0,
  "s2": 0.76,
  "spin_multiplicity": 2,
  "species": ["Ir", "I", "Cl", "Cl", "Cl", "Cl", "Cl", "S", "S", "P", "P", "P", "C", "C", "C", "C", "C", "C", "C", "C", "C", "C", "C", "C", "C", "C", "C", "C", "C", "C", "C", "C", "C", "C", "C", "C", "C", "C", "C", "C", "C", "C", "C", "C", "C", "C", "C", "C", "C", "C", "C", "C", "C", "C", "C", "C", "H", "H", "H", "H", "H", "H", "H", "H", "H", "H", "H", "H", "H", "H", "H", "H", "H", "H", "H", "H", "H", "H", "H", "H", "H", "H", "H", "H", "H", "H", "H", "H", "H"],
  "coordinates": [[-1.034, -1.123, 0.872], [-1.578, 0.806, 2.591], [-5.074, -3.441, 4.315], [-5.172, -4.893, -0.855], [-2.430, -3.619, -1.283], [-2.270, -2.242, 3.896], [-6.588, -4.725, 1.911], [2.494, -1.038, 3.215], [0.185, -3.038, 0.495], [1.500, -1.726, -0.327], [-2.495, 0.104, -0.371], [2.134, 0.273, 1.814], [-4.209, 2.098, 0.650], [0.934, -0.335, 0.629], [1.623, 3.030, 1.698], [-4.016, 0.739, 0.418], [-6.184, 0.287, 1.374], [-4.434, -4.016, 0.434], [-2.404, 2.130, -2.322], [-3.186, -2.715, 2.507], [1.074, 4.370, 3.613], [4.870, 0.446, 1.285], [1.301, 4.260, 2.248], [-1.924, 3.275, -2.939], [4.561, 1.599, -1.223], [-3.269, -0.718, -1.801], [-3.230, -3.332, 0.245], [-0.678, 2.278, -0.674], [1.180, 3.250, 4.424], [-0.201, 3.428, -1.290], [0.508, -0.114, -3.938], [-5.059, -3.975, 1.674], [3.191, -2.353, -0.299], [-1.788, 1.606, -1.182], [3.447, 1.250, -0.476], [1.129, -1.499, -2.075], [3.594, 0.681, 0.788], [5.412, -2.456, -1.213], [-5.379, 2.544, 1.243], [0.488, -1.232, -4.758], [1.115, -2.622, -2.901], [-2.649, -2.512, 1.228], [0.791, -2.486, -4.240], [-5.018, -0.161, 0.772], [4.112, -1.985, -1.279], [-0.817, 3.929, -2.425], [5.833, 1.373, -0.716], [5.791, -3.305, -0.182], [3.570, -3.213, 0.727], [-6.365, 1.640, 1.614], [5.985, 0.791, 0.535], [1.701, 1.900, 2.505], [0.824, -0.249, -2.592], [-4.394, -3.369, 2.735], [4.871, -3.689, 0.783], [1.491, 2.017, 3.873], [1.556, 1.133, 4.493], [-0.442, 4.826, -2.901], [-5.514, 3.601, 1.427], [4.978, -0.022, 2.256], [-3.842, -1.584, -1.493], [-7.272, 1.991, 2.088], [6.128, -2.161, -1.968], [0.823, 5.330, 4.044], [1.234, 5.136, 1.615], [0.770, -3.358, -4.879], [-0.186, 1.898, 0.209], [6.807, -3.674, -0.135], [2.853, -3.496, 1.485], [0.234, -1.129, -5.805], [0.818, 0.617, -1.944], [2.457, 1.410, -0.889], [5.165, -4.354, 1.583], [-3.437, 2.810, 0.388], [-6.947, -0.427, 1.656], [0.653, 3.943, -0.874], [-3.276, 1.662, -2.748], [6.976, 0.602, 0.927], [-3.971, -0.006, -2.228], [-4.898, -1.220, 0.587], [0.269, 0.863, -4.335], [1.013, 3.334, 5.490], [1.825, 2.954, 0.639], [6.705, 1.642, -1.298], [3.817, -1.328, -2.087], [-2.523, -1.017, -2.535], [1.345, -3.600, -2.495], [4.435, 2.041, -2.204], [-2.424, 3.657, -3.820]],
  "lowdin_charge": [0.472, 0.583, 0.683, 0.674, 0.651, 0.606, 0.680, 0.327, 0.401, 0.534, 0.788, 0.377, -0.134, -0.649, -0.111, -0.428, -0.062, -0.722, -0.086, -0.715, -0.077, -0.085, -0.073, -0.076, -0.077, -0.243, -0.710, -0.138, -0.078, -0.070, -0.065, -0.725, -0.345, -0.341, -0.113, -0.355, -0.338, -0.074, -0.075, -0.073, -0.088, -0.431, -0.068, -0.086, -0.085, -0.075, -0.082, -0.070, -0.116, -0.077, -0.073, -0.399, -0.084, -0.716, -0.064, -0.163, 0.061, 0.106, 0.105, 0.082, 0.004, 0.104, 0.108, 0.103, 0.103, 0.108, 0.014, 0.106, 0.066, 0.106, 0.070, 0.081, 0.109, 0.099, 0.109, 0.093, 0.093, 0.106, 0.047, 0.087, 0.107, 0.107, 0.074, 0.103, 0.108, 0.044, 0.115, 0.106, 0.106]
}


Record 2
{
  "formula": "C44H33IrN5O3PS3",
  "method": "the ωB97M-V functional and the def2-TZVPD basis",
  "charge": 0,
  "species": ["Ir", "S", "S", "S", "P", "O", "O", "O", "N", "N", "N", "N", "N", "C", "C", "C", "C", "C", "C", "C", "C", "C", "C", "C", "C", "C", "C", "C", "C", "C", "C", "C", "C", "C", "C", "C", "C", "C", "C", "C", "C", "C", "C", "C", "C", "C", "C", "C", "C", "C", "C", "C", "C", "C", "C", "C", "C", "H", "H", "H", "H", "H", "H", "H", "H", "H", "H", "H", "H", "H", "H", "H", "H", "H", "H", "H", "H", "H", "H", "H", "H", "H", "H", "H", "H", "H", "H", "H", "H", "H"],
  "coordinates": [[0.414, 0.139, -0.644], [-0.823, 2.890, 0.961], [2.297, 0.134, 0.705], [-3.188, -0.865, -3.236], [-0.926, -0.448, 1.178], [0.352, 2.546, 0.118], [-0.897, 4.302, 1.222], [-2.038, 2.264, 0.465], [5.308, 0.954, 0.787], [4.709, 0.887, -0.409], [3.090, 0.611, -1.870], [1.877, 0.511, -2.133], [-1.268, 0.282, -1.966], [0.306, -1.726, -1.411], [3.533, 3.355, 2.987], [-1.161, -3.962, 3.303], [-0.506, -2.091, 1.908], [-5.016, -0.088, 1.343], [4.819, 1.627, 1.939], [1.635, 0.298, -3.536], [-0.840, -2.024, -2.164], [-0.093, -4.258, -2.609], [-0.225, 2.861, 3.600], [-3.219, 0.866, -3.107], [1.046, -3.883, 2.376], [-0.646, 0.673, 2.627], [-4.161, 1.740, -3.641], [3.449, 0.626, -0.522], [1.077, -3.971, -1.914], [-1.457, -2.755, 2.692], [-2.787, 3.561, -2.857], [1.121, -0.190, -6.207], [-1.701, -0.883, -2.379], [1.277, -2.727, -1.333], [-0.545, 2.072, 2.510], [-2.719, -0.681, 0.946], [4.966, 1.959, 4.313], [0.436, 0.815, -5.539], [0.005, 2.285, 4.840], [2.079, -0.938, -5.536], [4.057, 3.003, 4.223], [-4.495, -2.033, 0.034], [-3.662, 0.168, 1.513], [-3.936, 3.093, -3.502], [5.343, 1.265, 3.174], [-5.435, -1.180, 0.597], [-1.865, 2.694, -2.312], [0.095, -4.535, 3.141], [-0.069, 0.914, 4.973], [2.345, -0.693, -4.199], [-0.383, 0.119, 3.879], [-2.096, 1.322, -2.412], [-3.143, -1.791, 0.217], [0.687, 1.059, -4.198], [3.912, 2.675, 1.842], [-1.051, -3.272, -2.748], [0.747, -2.670, 1.768], [-1.950, -3.455, -3.326], [0.327, -5.482, 3.612], [2.824, 4.167, 2.904], [-2.621, 4.626, -2.771], [-3.342, 1.034, 2.074], [5.381, 1.677, 5.272], [-5.743, 0.576, 1.793], [6.039, 0.437, 3.235], [-0.183, 3.932, 3.459], [-2.418, -2.489, -0.189], [-4.811, -2.896, -0.538], [1.847, -4.729, -1.825], [-1.914, -4.453, 3.905], [-2.440, -2.328, 2.839], [-0.411, -0.949, 4.022], [2.032, -4.311, 2.248], [0.247, 2.907, 5.691], [2.208, -2.533, -0.815], [-0.991, 3.062, -1.800], [-5.033, 1.367, -4.160], [-0.240, -5.230, -3.059], [3.757, 3.540, 5.113], [6.303, 1.054, 0.665], [0.180, 1.858, -3.684], [0.122, 0.446, 5.930], [-6.491, -1.370, 0.460], [2.618, -1.721, -6.054], [1.512, -2.164, 1.201], [0.914, -0.386, -7.251], [-0.296, 1.419, -6.062], [3.080, -1.272, -3.657], [-4.650, 3.798, -3.908], [3.511, 2.964, 0.880]],
  "lowdin_charge": [0.959, 0.431, 0.683, 1.147, 1.004, -0.439, -0.298, -0.338, 0.005, 0.048, 0.081, -0.100, -0.035, -0.268, -0.074, -0.072, -0.336, -0.062, -0.289, -0.245, -0.268, -0.077, -0.053, -0.438, -0.063, -0.288, -0.088, -0.722, -0.068, -0.100, -0.053, -0.081, -0.555, -0.115, -0.264, -0.343, -0.089, -0.063, -0.063, -0.070, -0.095, -0.084, -0.072, -0.078, -0.036, -0.077, -0.036, -0.077, -0.065, -0.022, -0.063, -0.283, -0.120, -0.022, -0.056, -0.042, -0.113, 0.104, 0.103, 0.108, 0.113, 0.102, 0.101, 0.107, 0.111, 0.112, 0.106, 0.106, 0.106, 0.105, 0.113, 0.094, 0.108, 0.109, 0.090, 0.096, 0.108, 0.103, 0.099, 0.138, 0.098, 0.107, 0.103, 0.105, 0.006, 0.103, 0.109, 0.114, 0.105, 0.110]
}


Record 3
{
  "formula": "C44H34ClCrN5O14PS",
  "method": "the ωB97M-V functional and the def2-TZVPD basis",
  "charge": -1,
  "s2": 6.10,
  "spin_multiplicity": 5,
  "species": ["Cr", "Cl", "S", "P", "O", "O", "O", "O", "O", "O", "O", "O", "O", "O", "O", "O", "O", "O", "N", "N", "N", "N", "N", "C", "C", "C", "C", "C", "C", "C", "C", "C", "C", "C", "C", "C", "C", "C", "C", "C", "C", "C", "C", "C", "C", "C", "C", "C", "C", "C", "C", "C", "C", "C", "C", "C", "C", "C", "C", "C", "C", "C", "C", "C", "C", "C", "C", "H", "H", "H", "H", "H", "H", "H", "H", "H", "H", "H", "H", "H", "H", "H", "H", "H", "H", "H", "H", "H", "H", "H", "H", "H", "H", "H", "H", "H", "H", "H", "H", "H", "H"],
  "coordinates": [[-0.407, -0.454, -0.550], [3.492, 0.846, -4.669], [0.351, -3.683, -0.048], [1.504, 0.235, 0.957], [-0.079, -2.311, 0.429], [-5.426, -3.493, -6.106], [-1.901, -0.563, 1.165], [-5.964, -2.319, 0.700], [-7.206, -4.088, -5.054], [-7.549, -3.382, -0.316], [-0.248, -4.702, 0.780], [-0.458, 3.295, -5.000], [1.629, 3.057, -5.697], [-1.831, -1.520, -1.391], [-1.526, 1.111, -1.300], [-1.970, 2.445, -3.038], [0.176, -3.848, -1.469], [-1.775, -0.972, -3.539], [-0.663, 2.375, 0.961], [-6.088, -3.601, -5.091], [-6.454, -2.840, -0.296], [1.862, 0.052, -2.714], [0.633, 0.249, -2.207], [2.069, -1.692, -1.199], [1.250, 1.980, 3.152], [4.772, 3.449, 0.182], [-6.261, -3.242, -2.697], [1.160, 0.659, 2.709], [0.717, -0.304, 3.615], [-0.203, 3.299, 0.134], [-2.037, 1.693, 2.838], [-4.411, -2.266, -1.492], [-3.682, -2.135, -2.665], [3.488, -3.946, 2.429], [-3.332, 1.061, 2.313], [2.825, 1.485, 0.653], [2.096, -3.580, 0.405], [2.401, -1.373, 1.292], [0.572, 1.343, 5.363], [-0.491, 4.648, 0.246], [4.817, -1.413, -1.011], [2.058, 0.858, -3.781], [3.844, 3.136, -0.796], [3.494, -1.460, 2.271], [4.092, -0.467, -1.776], [-5.515, -3.127, -3.861], [-4.237, -2.557, -3.866], [-2.306, -1.487, -2.566], [3.764, 1.820, 1.628], [2.501, -4.297, 1.491], [2.735, -0.709, -1.917], [0.447, 0.033, 4.932], [0.036, 1.171, -2.959], [4.727, 2.782, 1.394], [0.902, 1.612, -3.983], [4.201, -2.342, -0.247], [-5.702, -2.791, -1.510], [-3.091, 0.218, 1.054], [2.720, -2.288, -0.011], [-1.285, 1.614, -2.434], [-1.318, 5.053, 1.281], [2.884, 2.168, -0.556], [-1.487, 2.753, 1.933], [0.961, 2.318, 4.460], [-1.831, 4.089, 2.128], [3.966, -2.657, 2.726], [0.721, 2.708, -4.979], [0.437, 2.946, -0.661], [5.519, 4.209, 0.009], [4.770, -3.104, 0.261], [-2.965, 0.877, 0.194], [3.725, 1.355, 2.599], [-2.225, 2.121, 3.825], [0.363, 1.605, 6.390], [-3.742, 0.427, 3.103], [-2.116, -1.499, 1.275], [0.132, -0.734, 5.625], [2.159, 1.959, -1.322], [-3.971, -1.963, -0.558], [-0.077, 5.354, -0.455], [-7.257, -3.661, -2.716], [-1.117, 2.950, -4.314], [3.851, -4.735, 3.072], [-3.684, -2.455, -4.788], [5.437, 3.019, 2.175], [5.896, -1.398, -1.079], [-2.482, 4.363, 2.944], [-4.067, 1.831, 2.069], [-3.964, -0.417, 0.891], [1.534, -1.912, 1.697], [0.569, -1.327, 3.300], [4.748, -2.609, 3.474], [1.552, 2.756, 2.467], [-1.306, 0.893, 2.927], [3.862, 3.654, -1.744], [4.597, 0.325, -2.298], [1.991, -5.239, 1.656], [1.040, 3.349, 4.774], [-1.556, 6.097, 1.425], [1.235, -2.192, -1.662], [3.976, -0.559, 2.612]],
  "lowdin_charge": [0.899, 0.839, 0.541, 1.170, -0.445, 0.088, -0.113, 0.072, 0.074, 0.083, -0.306, 0.122, 0.069, -0.115, -0.090, 0.075, -0.292, 0.095, 0.102, -0.356, -0.344, -0.030, 0.042, -0.088, -0.118, -0.080, 0.095, -0.340, -0.083, -0.127, -0.136, 0.098, -0.049, -0.065, -0.134, -0.304, -0.167, -0.321, -0.091, -0.039, -0.102, -0.563, -0.064, -0.067, -0.097, -0.120, 0.109, -0.548, -0.102, -0.079, -0.268, -0.078, -0.119, -0.072, -0.027, -0.043, -0.120, -0.203, -0.390, -0.551, -0.062, -0.106, -0.276, -0.076, -0.016, -0.113, -0.511, 0.091, 0.100, 0.098, 0.108, 0.092, 0.119, 0.099, 0.114, 0.113, 0.104, 0.077, 0.108, 0.105, 0.131, 0.073, 0.095, 0.137, 0.103, 0.097, 0.111, 0.119, 0.109, 0.079, 0.115, 0.099, 0.106, 0.083, 0.110, 0.061, 0.108, 0.105, 0.103, 0.077, 0.085]
}


The calculation returns the following relative energy (zero: lowest compared OMol25 entry of this formula, charge and spin) values, one per record and in order: 0.0, 46.6, 530.5 kJ/mol.
The calculation returns the following F_max values, one per record and in order: 0.59, 1.05, 1.93 eV/Å.